Entry from the OMol25 dataset: a cluster of 6 separate species, C14H31N5O7 in total at a distorted geometry (ωB97M-V with the def2-TZVPD basis set).

Each line ends with the Mulliken charge.
Geometry (Å):
O -2.91 2.89 -0.14  -0.608
O 3.31 -5.01 3.14  -0.643
O -3.63 -0.22 3.73  -0.652
O 2.89 -2.64 -1.82  -0.605
O 2.55 2.79 -2.67  -0.398
O -1.37 -2.16 0.61  -0.793
O 2.23 1.32 -1.05  -0.691
N -4.03 -1.31 1.77  -0.289
N 3.03 -2.96 2.26  -0.308
N -4.47 4.22 0.80  -0.432
N 0.49 -1.30 -0.32  -0.020
N 4.21 -0.99 -1.03  -0.298
C 0.34 3.58 -3.03  -0.712
C -4.40 -0.54 2.82  0.754
C 3.17 -4.89 0.77  -0.759
C 4.00 -2.13 -1.76  0.747
C -5.83 -0.10 2.84  -0.940
C 0.29 2.26 -2.26  0.313
C 1.75 2.05 -1.88  0.529
C 1.78 3.66 -3.55  -0.389
C -2.95 2.97 2.23  -0.576
C -0.75 -1.19 0.21  0.587
C 3.14 -4.32 2.16  0.617
C -1.34 0.19 0.18  -0.608
C 5.20 -2.78 -2.40  -1.226
C -3.43 3.35 0.86  0.669
H -6.44 -0.60 2.09  0.342
H -1.31 0.60 -0.83  0.042
H 3.06 -2.61 3.20  0.203
H -2.94 1.88 2.27  -0.105
H 0.09 4.44 -2.40  0.294
H 3.36 -0.47 -0.85  0.190
H -5.90 0.98 2.71  0.200
H -4.74 -1.53 1.09  0.151
H 2.76 -5.89 0.78  0.314
H -4.85 4.51 -0.09  0.225
H 2.20 4.66 -3.53  0.318
H -2.40 0.14 0.38  0.250
H 0.94 -0.54 -0.80  0.049
H 0.83 -2.23 -0.47  0.065
H 1.87 3.18 -4.52  0.266
H -4.74 4.72 1.62  0.195
H -0.89 0.92 0.85  0.375
H 4.84 -3.66 -2.93  0.312
H -3.07 -1.63 1.67  0.208
H 4.19 -4.92 0.40  0.177
H -3.60 3.32 3.03  0.330
H 5.08 -0.49 -1.07  0.217
H 5.77 -2.12 -3.06  0.394
H 2.58 -4.30 0.07  0.218
H -0.27 2.29 -1.34  -0.234
H -0.01 1.45 -2.92  0.352
H -0.36 3.62 -3.86  0.338
H 3.01 -2.34 1.48  0.174
H -6.26 -0.33 3.82  0.283
H -1.93 3.30 2.38  0.273
H 5.89 -3.11 -1.62  0.311

Values from the calculation:
HOMO-LUMO gap = 9.61 eV
SMILES = O=C1CCCO1.CC(N)=O.CC(N)=O.CC(N)=O.CC(N)=O.CC(N)=O